Entry 1:
2 unconnected molecules or ions with the total composition C17H23NO4 in a non-equilibrium geometry. Source: the OMol25 dataset; level of theory: wB97M-V/def2-TZVPD.

SMILES string	O=C1NCC[C@H]1CCCc1ccccc1.C[C@@H]1COC(=O)O1
electronic energy	-27682.2984	eV
gap between HOMO and LUMO	0.345	Ha
charge	0
relative energy (zero: lowest compared OMol25 entry of this formula, charge and spin)	48.4	kcal/mol

```
45
Properties=species:S:1:pos:R:3:forces:R:3
O 5.670341 -0.520328 -0.859868 0.615 -0.753 -0.308
C 4.954671 0.417215 -0.984763 -1.012 0.029 0.376
N 5.202685 1.554541 -1.830703 0.005 -0.071 0.221
C 4.545422 2.687034 -1.167129 -0.350 0.504 0.234
C 3.943463 2.138409 0.150828 -0.211 0.770 -0.628
C 3.662388 0.675621 -0.219488 -0.667 1.369 0.834
C 2.354536 0.643512 -1.042387 0.607 -0.417 -0.139
C 1.704061 -0.730174 -1.065391 0.160 -0.264 -0.543
C 0.289547 -0.766712 -1.669229 -0.315 0.672 0.458
C -0.537080 0.462812 -1.336382 0.135 -0.253 -0.120
C -1.130800 0.618182 -0.077067 0.157 0.677 -0.865
C -1.838635 1.788377 0.190287 0.345 -0.433 0.034
C -1.944541 2.775873 -0.778393 -0.213 0.370 -0.066
C -1.372722 2.620237 -2.033744 0.297 -0.377 0.112
C -0.660682 1.458078 -2.309170 -0.250 -0.139 0.606
H 4.698687 1.340332 -2.685431 0.496 0.117 -0.324
H 5.177379 3.550759 -0.965351 0.566 -0.292 -0.121
H 3.761515 3.093990 -1.807904 -0.210 -0.149 0.033
H 4.586585 2.259151 1.019757 0.405 -0.193 -0.143
H 3.076615 2.768304 0.351256 -0.331 -0.416 0.217
H 3.484263 0.114160 0.693758 0.502 -0.511 -0.123
H 2.560554 0.931329 -2.076489 -0.090 0.181 -0.079
H 1.706636 1.410360 -0.628891 -0.245 -0.055 0.066
H 2.330748 -1.364055 -1.697606 0.075 -0.179 0.095
H 1.719672 -1.213320 -0.089775 -0.140 0.240 0.248
H -0.238847 -1.618886 -1.263807 0.002 -0.358 -0.199
H 0.330896 -0.833567 -2.754045 0.106 -0.181 -0.099
H -1.001385 -0.160918 0.651216 -0.045 -0.051 0.222
H -2.271152 1.914205 1.173333 -0.126 0.163 0.005
H -2.474481 3.695762 -0.565979 -0.065 -0.029 0.095
H -1.450475 3.398883 -2.778088 -0.080 0.080 -0.031
H -0.179731 1.278898 -3.260858 -0.049 0.192 -0.159
C -4.345657 -3.108092 4.043852 0.326 -0.128 0.096
C -3.972118 -2.411454 2.761234 -0.190 -0.198 0.309
C -4.592239 -2.985135 1.510159 -0.113 0.102 -0.125
O -3.640122 -2.599318 0.508451 -0.025 -0.075 0.079
C -2.435715 -2.500978 1.115706 0.104 -0.047 -0.050
O -1.400975 -2.371915 0.543629 -0.079 -0.229 0.135
O -2.570775 -2.565058 2.461793 -0.061 0.149 -0.121
H -3.787943 -2.690549 4.881425 -0.061 0.067 -0.001
H -5.410925 -2.993183 4.242804 -0.009 0.030 -0.030
H -4.106012 -4.170901 3.993075 -0.054 -0.007 -0.073
H -4.176056 -1.339719 2.839920 -0.001 0.009 -0.082
H -5.573822 -2.575747 1.285761 0.083 0.088 -0.161
H -4.647772 -4.076017 1.529695 0.005 -0.003 0.115
```
Forces are in eV/Å.

Entry 2:
A molecular structure, C2H9N3O in a non-equilibrium geometry. Source: the OMol25 dataset; level of theory: wB97M-V/def2-TZVPD.

electronic energy	-8734.5592	eV
gap between HOMO and LUMO	0.332	Ha
charge	0
relative energy (zero: lowest compared OMol25 entry of this formula, charge and spin)	89.5	kcal/mol

```
15
Properties=species:S:1:pos:R:3:forces:R:3
C 0.888353 -1.386919 1.781565 -0.413 -0.161 0.190
C 0.718121 -0.771896 0.448353 1.128 0.166 -0.958
N -1.064418 -0.195479 0.377342 -0.024 0.241 -0.650
N 1.348862 -0.513160 -0.537545 -0.626 -0.253 0.904
H -1.062863 0.078515 -0.669506 -0.103 -0.175 0.865
H -1.149512 0.656269 0.923119 -0.106 -0.062 -0.028
H 0.569609 0.121645 -1.451759 -1.066 0.668 -0.669
H 0.798380 -0.633822 2.566889 0.009 -0.014 -0.048
H 0.107685 -2.135925 1.947368 0.165 0.050 0.041
H 1.868971 -1.857078 1.841105 -0.061 0.059 -0.046
N -0.289287 2.018517 -1.630114 0.058 -0.378 0.065
O -0.344381 0.621865 -2.020454 0.968 -0.067 0.389
H -1.804418 -0.847445 0.619574 0.093 0.089 -0.014
H -1.101331 2.434367 -2.079557 0.073 -0.096 -0.032
H 0.516230 2.410546 -2.116380 -0.095 -0.068 -0.008
```
Forces are in eV/Å.

Entry 3:
A molecular structure, C40H40MnNO2Si in a non-equilibrium geometry. Source: the OMol25 dataset; level of theory: wB97M-V/def2-TZVPD.

multiplicity	5
electronic energy	-86910.7171	eV
gap between HOMO and LUMO (spin up / spin down)	0.201 / 0.272	Ha
charge	0

```
85
Properties=species:S:1:pos:R:3:forces:R:3
C -0.661078 -1.683412 -1.943631 -0.759 -0.529 -0.827
C -1.743344 -0.820734 -2.257038 1.045 -1.248 -0.332
C -1.198370 0.474319 -2.525323 1.710 0.427 0.098
H -2.782994 -1.146266 -2.422990 0.713 0.335 0.261
C 0.215375 0.447081 -2.216041 -1.053 -0.747 -2.814
C 0.534219 -0.918302 -1.910739 -0.261 -0.030 -0.740
H 0.959918 1.214580 -2.440595 -0.510 -0.379 0.221
C -1.844965 -0.688165 2.176335 -1.392 -0.318 -0.123
C -2.355717 -1.061126 0.902183 -0.382 0.350 0.410
C -2.775760 0.165642 0.242430 0.435 -0.277 1.140
H -2.524941 -2.084831 0.522088 0.295 0.820 0.273
C -2.454136 1.258314 1.125102 -0.247 -0.945 0.518
C -2.025970 0.702272 2.353657 0.022 -0.174 -0.473
H -1.756312 1.280368 -3.014359 0.397 -0.276 0.422
H 1.546585 -1.325150 -1.902626 -0.408 0.222 0.529
H -0.739510 -2.786739 -1.946325 0.134 0.909 0.588
H -2.032366 1.195901 3.323016 0.785 0.154 -0.344
H -3.433186 0.276875 -0.607654 0.208 -0.183 -0.112
H -1.467070 -1.354024 2.951916 -0.122 0.125 -0.362
Mn -0.597491 0.155018 -0.206042 -0.883 -2.955 0.080
C -2.463383 2.691024 0.684011 -0.448 -0.126 0.305
C -1.783179 3.591986 1.724294 -0.017 0.072 -0.065
C -3.892880 3.153432 0.334424 -0.163 0.542 0.045
H -2.311927 3.627085 2.695666 0.062 -0.002 -0.605
H -1.698356 4.600108 1.300546 -0.041 0.010 0.299
H -0.770236 3.217830 1.933605 -0.242 0.088 -0.060
H -4.608791 3.124762 1.168327 0.421 -0.126 -0.037
H -4.322759 2.548272 -0.478274 0.208 0.124 0.200
H -3.827197 4.196739 -0.013507 -0.235 -0.193 0.031
C -1.734311 2.750052 -0.682308 0.104 1.263 -1.585
C -0.222114 2.917775 -0.642009 0.459 -2.968 0.884
H -2.108422 3.560458 -1.310893 -0.254 -0.274 0.894
H -2.002570 1.821508 -1.267839 0.486 1.401 0.987
O 0.355195 1.848489 -0.251237 0.593 5.277 0.340
N 0.491471 4.060849 -0.959576 0.305 0.442 -0.082
C 0.569125 4.664434 -2.324996 -0.256 -0.716 -0.897
H 1.372582 4.223324 -0.453983 -0.644 -0.830 -0.268
C -0.432229 4.074471 -3.292974 -0.663 0.375 -0.711
C -0.029114 3.339814 -4.418239 -0.503 -0.229 0.071
H 1.034262 3.171823 -4.596193 -0.254 -0.089 0.062
C -0.982961 2.831037 -5.317523 -0.379 0.307 -0.017
H -0.669315 2.244137 -6.199375 -0.161 0.454 0.625
C -2.355585 3.085489 -5.103829 0.072 -0.165 0.280
H -3.120065 2.712334 -5.810435 0.622 0.132 0.505
C -2.767686 3.817477 -3.972119 0.465 0.315 -0.248
H -3.831325 3.975778 -3.732121 0.609 -0.012 -0.368
C -1.787319 4.384605 -3.143832 -0.289 -0.323 -0.141
H -2.063333 5.015138 -2.288904 -0.059 -0.088 -0.616
H 1.526598 4.371893 -2.837524 -0.354 0.773 1.094
H 0.388806 5.759012 -2.312021 0.541 -0.585 0.286
O 0.801314 -0.569859 0.853644 0.359 0.342 0.300
Si 1.518153 -1.911906 1.343592 -0.504 0.582 -0.096
C 3.351187 -1.874491 1.045651 -0.269 0.064 0.051
C 3.986458 -0.653887 0.796986 0.802 -0.248 0.078
C 5.381588 -0.620459 0.709652 0.330 -0.214 -0.124
C 6.136739 -1.796737 0.820961 -0.345 -0.041 -0.176
C 5.482189 -3.011687 1.057844 0.042 0.174 -0.094
C 4.092312 -3.052379 1.189623 0.883 0.480 -0.026
C 1.258435 -2.155575 3.160543 0.312 0.060 -0.174
C 1.164316 -1.011848 3.958574 0.020 -0.279 0.691
C 1.050250 -1.146023 5.340938 -0.082 -0.163 0.127
C 1.023790 -2.415847 5.930216 -0.204 0.025 -0.291
C 1.139514 -3.549200 5.120110 -0.086 0.013 0.121
C 1.273046 -3.427444 3.735030 0.009 0.424 0.824
C 0.793707 -3.364371 0.468022 0.560 0.143 0.308
C -0.423372 -3.877376 0.900334 0.068 -0.883 -0.375
C -0.986518 -4.951929 0.211746 0.099 0.058 -0.098
C -0.323865 -5.499300 -0.897253 -0.090 0.373 -0.171
C 0.916983 -4.981704 -1.300677 -0.137 -0.094 -0.007
C 1.479094 -3.906088 -0.614232 -0.539 -0.840 0.020
H 3.422529 0.276405 0.691016 -0.021 -0.389 0.052
H 5.907532 0.317144 0.531221 -0.178 -0.126 0.021
H 7.225352 -1.783665 0.673337 -0.534 0.075 0.200
H 6.062163 -3.928783 1.121023 -0.060 0.104 0.060
H 3.620921 -4.006309 1.418975 -0.087 0.195 -0.099
H 1.186594 -0.010845 3.523619 -0.096 -0.334 -0.069
H 0.955305 -0.259922 5.964627 0.043 -0.125 -0.056
H 0.861978 -2.521794 7.008328 0.187 0.040 -0.418
H 1.097393 -4.538981 5.567503 0.076 0.119 0.008
H 1.407909 -4.324157 3.133593 -0.151 0.169 -0.011
H -0.880848 -3.512707 1.819581 -0.027 0.076 -0.308
H -1.933729 -5.355876 0.562894 0.123 -0.071 -0.210
H -0.802254 -6.290488 -1.484258 0.279 0.159 0.347
H 1.461848 -5.419090 -2.137128 -0.247 0.000 0.117
H 2.476120 -3.545576 -0.860159 -0.248 0.004 -0.144
```
Forces are in eV/Å.